Formula: C41H52F3NO7PSSiTeY
Source: OMol25
Level of theory: ωB97M-V with the def2-TZVPD basis set

Cartesian coordinates (Å):
Y (0.455, -0.586, 0.670)
F (2.207, 0.648, 6.045)
C (2.422, -0.092, 4.941)
F (1.757, -1.251, 5.131)
F (3.740, -0.400, 4.937)
C (2.016, 0.648, 3.622)
O (2.161, 1.867, 3.649)
O (1.623, -0.134, 2.730)
C (-2.449, -1.816, -2.480)
Si (-1.065, -2.767, -1.643)
C (0.419, -2.861, -2.792)
C (-1.696, -4.563, -1.478)
O (-0.750, -2.224, -0.154)
H (-2.676, -2.228, -3.468)
H (-2.148, -0.772, -2.602)
H (-3.366, -1.845, -1.880)
H (0.377, -3.754, -3.427)
H (1.347, -2.881, -2.214)
H (0.458, -1.977, -3.430)
H (-1.908, -4.997, -2.460)
H (-2.620, -4.614, -0.890)
H (-0.944, -5.190, -0.987)
C (0.495, 8.284, 2.074)
C (0.874, 6.866, 1.736)
C (0.140, 6.138, 0.801)
C (0.469, 4.825, 0.504)
C (1.550, 4.238, 1.144)
C (2.280, 4.932, 2.094)
C (1.943, 6.249, 2.378)
S (1.987, 2.544, 0.794)
C (2.361, 2.775, -0.948)
O (0.677, 1.807, 0.848)
H (-0.145, 8.712, 1.303)
H (1.378, 8.916, 2.177)
H (-0.052, 8.326, 3.020)
H (-0.698, 6.597, 0.290)
H (-0.117, 4.266, -0.216)
H (3.079, 4.427, 2.623)
H (2.509, 6.798, 3.123)
H (1.497, 3.163, -1.487)
H (2.600, 1.793, -1.353)
H (3.214, 3.456, -0.998)
C (0.383, 0.279, -1.542)
C (0.010, 0.965, -2.494)
C (-0.483, 1.777, -3.558)
C (-1.223, 2.952, -3.173)
C (-1.427, 4.093, -3.995)
C (-2.111, 5.211, -3.550)
C (-2.645, 5.279, -2.265)
C (-2.444, 4.181, -1.428)
C (-1.750, 3.065, -1.855)
C (-0.204, 1.369, -4.909)
C (-0.927, 1.797, -6.052)
C (-0.634, 1.334, -7.324)
C (0.386, 0.416, -7.550)
C (1.095, -0.044, -6.439)
C (0.812, 0.409, -5.167)
H (-0.990, 4.119, -4.984)
H (-2.218, 6.059, -4.222)
H (-3.189, 6.154, -1.928)
H (-2.834, 4.196, -0.414)
H (-1.593, 2.236, -1.177)
H (-1.769, 2.463, -5.930)
H (-1.233, 1.688, -8.159)
H (0.610, 0.058, -8.548)
H (1.887, -0.776, -6.569)
H (1.373, 0.030, -4.320)
C (2.545, -4.285, 4.315)
C (2.941, -4.910, 2.995)
O (3.518, -3.933, 2.119)
P (2.530, -3.186, 1.079)
O (1.271, -2.737, 1.754)
Te (3.664, -1.506, -0.095)
O (2.072, -4.413, 0.122)
C (2.987, -5.008, -0.795)
C (2.243, -6.083, -1.554)
H (2.141, -5.051, 4.985)
H (1.797, -3.511, 4.153)
H (3.406, -3.819, 4.794)
H (2.081, -5.382, 2.510)
H (3.707, -5.677, 3.134)
H (3.840, -5.423, -0.245)
H (3.366, -4.238, -1.472)
H (1.864, -6.849, -0.875)
H (2.907, -6.557, -2.281)
H (1.400, -5.643, -2.087)
C (-3.175, -2.637, 1.542)
N (-2.300, -3.213, 2.608)
C (-1.444, -4.303, 2.059)
C (-1.418, -2.187, 3.351)
C (-1.959, -0.795, 3.273)
C (-2.915, -0.396, 4.212)
C (-3.483, 0.863, 4.122)
C (-3.064, 1.709, 3.098)
C (-2.091, 1.297, 2.196)
C (-1.495, 0.022, 2.231)
H (-3.733, -3.464, 1.104)
H (-2.523, -2.179, 0.797)
H (-3.840, -1.905, 1.989)
H (-2.917, -3.611, 3.311)
H (-0.829, -3.858, 1.274)
H (-2.084, -5.086, 1.656)
H (-0.814, -4.684, 2.862)
H (-0.437, -2.264, 2.890)
H (-1.356, -2.569, 4.373)
H (-3.203, -1.066, 5.022)
H (-4.222, 1.190, 4.846)
H (-3.489, 2.705, 3.018)
H (-1.769, 2.005, 1.438)

HOMO-LUMO gap: 3.4 eV
ΔE to the lowest compared entry with this formula, charge and spin: 25.4 kcal per mole
Charge: -2
E_HOMO: 0.001 hartree

Löwdin atomic charge list, values in e, 6 entries: number 1, Y, carries 1.23; number 2, F, carries 0.12; number 3, C, carries -0.52; number 4, F, carries 0.11; number 5, F, carries 0.12; number 6, C, carries -0.58

Formula: C41H52GeKN9O6S
Source: OMol25
Level of theory: ωB97M-V with the def2-TZVPD basis set

Cartesian coordinates (Å):
K (11.503, 11.742, 13.999)
C (7.090, 12.161, 16.186)
C (8.477, 11.636, 16.701)
C (8.175, 10.567, 17.775)
C (9.403, 12.733, 17.204)
O (9.154, 10.907, 15.633)
Ge (8.229, 10.504, 14.184)
O (8.884, 11.732, 13.069)
C (8.137, 12.008, 11.881)
C (9.123, 12.301, 10.710)
C (7.299, 10.810, 11.456)
C (7.274, 13.238, 12.268)
O (8.891, 8.925, 13.639)
C (8.516, 7.710, 14.172)
C (7.257, 7.915, 15.112)
C (8.059, 6.802, 13.047)
C (9.665, 7.047, 14.922)
H (6.372, 12.529, 16.871)
H (6.600, 11.330, 15.689)
H (7.298, 12.927, 15.474)
H (7.935, 11.149, 18.704)
H (9.048, 9.931, 18.028)
H (7.296, 9.976, 17.598)
H (8.801, 13.358, 17.927)
H (9.586, 13.378, 16.325)
H (10.321, 12.375, 17.678)
H (9.798, 11.500, 10.647)
H (9.688, 13.177, 11.015)
H (8.639, 12.515, 9.767)
H (7.928, 10.006, 11.071)
H (6.593, 11.105, 10.631)
H (6.694, 10.423, 12.303)
H (7.865, 13.917, 12.842)
H (6.576, 12.941, 12.998)
H (6.726, 13.769, 11.484)
H (6.489, 8.294, 14.429)
H (7.457, 8.612, 15.935)
H (6.821, 7.044, 15.655)
H (7.312, 7.266, 12.412)
H (7.538, 5.914, 13.488)
H (8.850, 6.427, 12.394)
H (10.148, 7.784, 15.662)
H (10.437, 6.738, 14.146)
H (9.321, 6.184, 15.481)
S (17.338, 10.877, 20.014)
N (16.668, 9.737, 19.108)
C (15.728, 10.390, 18.402)
C (14.914, 9.856, 17.320)
C (15.160, 8.555, 16.795)
C (14.271, 7.994, 15.909)
C (13.303, 8.861, 15.320)
N (13.174, 10.152, 15.683)
C (13.979, 10.658, 16.688)
C (13.790, 12.073, 17.074)
N (12.848, 12.794, 16.472)
C (12.698, 14.032, 16.845)
C (13.414, 14.681, 17.869)
C (14.495, 13.980, 18.426)
C (14.625, 12.626, 18.057)
C (15.629, 11.792, 18.640)
N (16.524, 12.227, 19.524)
H (15.989, 7.973, 17.303)
H (14.308, 6.925, 15.593)
H (12.683, 8.416, 14.517)
H (11.855, 14.574, 16.366)
H (13.251, 15.686, 18.127)
H (15.238, 14.365, 19.149)
O (17.868, 11.995, 9.978)
C (18.032, 11.722, 11.366)
C (16.676, 11.753, 11.944)
C (16.319, 12.394, 13.109)
C (14.968, 12.387, 13.486)
N (14.032, 11.701, 12.861)
C (14.390, 11.050, 11.732)
C (15.721, 10.994, 11.300)
C (13.320, 10.251, 11.049)
C (13.392, 10.009, 9.689)
C (12.430, 9.309, 9.057)
C (12.484, 9.044, 7.548)
O (13.753, 9.501, 7.154)
C (11.338, 8.816, 9.800)
C (11.289, 9.208, 11.140)
N (12.276, 9.820, 11.799)
H (18.601, 11.623, 9.490)
H (18.763, 12.382, 11.852)
H (18.403, 10.667, 11.415)
H (17.020, 12.990, 13.651)
H (14.629, 12.865, 14.408)
H (15.925, 10.442, 10.404)
H (14.289, 10.253, 9.130)
H (11.685, 9.601, 7.030)
H (12.348, 7.969, 7.242)
H (13.696, 9.613, 6.202)
H (10.515, 8.258, 9.409)
H (10.469, 8.898, 11.808)
C (9.488, 17.028, 13.593)
N (10.544, 16.294, 12.927)
C (11.231, 16.869, 11.912)
C (12.185, 16.209, 11.214)
C (12.493, 14.905, 11.631)
N (11.858, 14.372, 12.667)
C (10.803, 14.953, 13.292)
O (10.084, 14.447, 14.127)
N (13.406, 14.212, 10.953)
H (8.605, 17.266, 12.988)
H (9.838, 17.954, 14.078)
H (9.173, 16.367, 14.378)
H (10.878, 17.865, 11.753)
H (12.681, 16.803, 10.463)
H (13.960, 14.684, 10.241)
H (13.585, 13.300, 11.317)

Spin multiplicity: 2
<S²>: 0.7528
HOMO-LUMO gap (spin up / spin down): 7.6 / 7.9 eV
ΔE to the lowest compared entry with this formula, charge and spin: 4.4 kcal per mole
Charge: +1
E_HOMO (spin up / spin down): -0.364 / -0.400 hartree

Löwdin atomic charge list, values in e, 6 entries: number 1, K, carries 0.66; number 2, C, carries -0.04; number 3, C, carries -0.62; number 4, C, carries -0.04; number 5, C, carries -0.02; number 6, O, carries -0.26

Formula: C41H52INO5SeW
Source: OMol25
Level of theory: ωB97M-V with the def2-TZVPD basis set

Cartesian coordinates (Å):
W (1.185, -1.566, 0.095)
C (-4.253, 3.552, -0.537)
C (-4.817, 2.134, -0.356)
C (-5.903, 2.171, 0.718)
C (-5.449, 1.659, -1.673)
C (-3.669, 1.201, 0.018)
C (-2.619, 1.008, -0.880)
C (-1.574, 0.189, -0.521)
Se (-0.177, -0.236, -1.757)
C (1.009, 1.263, -1.577)
C (1.092, 2.239, -2.547)
C (2.015, 3.273, -2.391)
C (2.817, 3.257, -1.252)
C (2.762, 2.280, -0.253)
C (1.830, 1.268, -0.460)
O (1.670, 0.218, 0.427)
C (3.666, 2.324, 0.980)
C (4.554, 3.571, 0.991)
C (2.802, 2.363, 2.250)
C (4.590, 1.096, 0.986)
C (2.105, 4.369, -3.450)
C (2.428, 3.729, -4.808)
C (3.190, 5.397, -3.127)
C (0.752, 5.093, -3.530)
C (-1.539, -0.472, 0.701)
O (-0.433, -1.273, 0.942)
C (-2.577, -0.336, 1.616)
C (-3.616, 0.516, 1.229)
C (-2.568, -1.033, 2.979)
C (-1.461, -0.383, 3.823)
C (-2.330, -2.544, 2.831)
C (-3.896, -0.856, 3.719)
H (-5.055, 4.235, -0.817)
H (-3.803, 3.915, 0.389)
H (-3.495, 3.588, -1.322)
H (-6.700, 2.841, 0.396)
H (-6.346, 1.187, 0.882)
H (-5.524, 2.551, 1.669)
H (-6.282, 2.312, -1.936)
H (-4.741, 1.684, -2.502)
H (-5.831, 0.641, -1.580)
H (-2.620, 1.488, -1.850)
H (0.441, 2.199, -3.412)
H (3.531, 4.055, -1.129)
H (3.965, 4.489, 0.994)
H (5.160, 3.564, 1.897)
H (5.238, 3.594, 0.141)
H (2.177, 3.257, 2.261)
H (2.146, 1.496, 2.332)
H (3.446, 2.392, 3.131)
H (5.237, 1.100, 0.107)
H (5.227, 1.120, 1.873)
H (4.036, 0.158, 0.996)
H (3.382, 3.200, -4.772)
H (1.656, 3.026, -5.125)
H (2.500, 4.503, -5.573)
H (4.180, 4.940, -3.072)
H (3.219, 6.146, -3.918)
H (2.990, 5.919, -2.189)
H (-0.056, 4.413, -3.806)
H (0.500, 5.555, -2.574)
H (0.796, 5.877, -4.286)
H (-4.435, 0.644, 1.916)
H (-0.501, -0.428, 3.306)
H (-1.689, 0.668, 4.007)
H (-1.366, -0.888, 4.786)
H (-1.351, -2.787, 2.420)
H (-2.401, -3.017, 3.811)
H (-3.090, -2.992, 2.188)
H (-4.108, 0.189, 3.948)
H (-4.732, -1.269, 3.153)
H (-3.840, -1.389, 4.669)
O (-1.656, -2.575, -1.606)
C (-0.990, -3.345, -0.978)
O (0.358, -3.053, -0.752)
C (-1.442, -4.619, -0.405)
C (-2.697, -5.083, -0.796)
C (-3.194, -6.255, -0.253)
C (-2.448, -6.956, 0.686)
C (-1.199, -6.490, 1.083)
C (-0.693, -5.326, 0.534)
H (-3.267, -4.520, -1.522)
H (-4.163, -6.624, -0.560)
H (-2.841, -7.869, 1.112)
H (-0.625, -7.038, 1.818)
H (0.278, -4.962, 0.844)
I (2.150, -1.516, 3.198)
C (2.921, -3.151, 2.183)
C (3.785, -4.070, 2.742)
C (4.203, -5.123, 1.942)
C (3.741, -5.219, 0.633)
C (2.880, -4.257, 0.156)
N (2.476, -3.229, 0.926)
H (4.117, -3.963, 3.764)
H (4.882, -5.865, 2.340)
H (4.043, -6.030, -0.012)
H (2.479, -4.288, -0.847)
C (2.698, -1.648, -2.638)
O (2.432, -1.558, -1.242)
H (1.981, -2.330, -3.098)
H (3.710, -2.030, -2.756)
H (2.631, -0.656, -3.084)

HOMO-LUMO gap: 6.3 eV
ΔE to the lowest compared entry with this formula, charge and spin: 24.1 kcal per mole
Charge: +2
E_HOMO: -0.499 hartree

Löwdin atomic charge list, values in e, 6 entries: number 1, W, carries 1.73; number 2, C, carries -0.03; number 3, C, carries -0.55; number 4, C, carries -0.05; number 5, C, carries -0.03; number 6, C, carries -0.13

Formula: C41H52INO5SeW
Source: OMol25
Level of theory: ωB97M-V with the def2-TZVPD basis set

Cartesian coordinates (Å):
W (-1.601, -0.754, -0.264)
C (5.016, 2.766, -0.833)
C (4.079, 3.003, -2.026)
C (4.073, 4.494, -2.366)
C (4.592, 2.222, -3.245)
C (2.688, 2.499, -1.650)
C (2.471, 1.127, -1.502)
C (1.212, 0.694, -1.159)
Se (0.822, -1.166, -1.035)
C (1.340, -1.640, 0.740)
C (2.488, -2.366, 0.967)
C (2.770, -2.773, 2.276)
C (1.836, -2.464, 3.260)
C (0.648, -1.749, 3.050)
C (0.442, -1.316, 1.753)
O (-0.622, -0.551, 1.332)
C (-0.351, -1.462, 4.169)
C (0.119, -2.022, 5.511)
C (-0.523, 0.057, 4.330)
C (-1.695, -2.129, 3.828)
C (4.077, -3.505, 2.573)
C (4.229, -4.698, 1.620)
C (4.131, -4.019, 4.011)
C (5.235, -2.522, 2.351)
C (0.142, 1.566, -0.991)
O (-1.086, 0.968, -0.744)
C (0.317, 2.940, -1.085)
C (1.612, 3.351, -1.428)
C (-0.819, 3.946, -0.892)
C (-1.542, 3.696, 0.437)
C (-1.801, 3.803, -2.063)
C (-0.297, 5.385, -0.861)
H (6.034, 3.057, -1.095)
H (4.707, 3.353, 0.033)
H (5.036, 1.714, -0.541)
H (5.071, 4.793, -2.685)
H (3.384, 4.724, -3.180)
H (3.813, 5.110, -1.503)
H (5.507, 2.684, -3.616)
H (4.834, 1.187, -2.997)
H (3.863, 2.219, -4.056)
H (3.279, 0.421, -1.646)
H (3.157, -2.615, 0.153)
H (2.034, -2.805, 4.264)
H (1.049, -1.563, 5.847)
H (-0.638, -1.808, 6.266)
H (0.252, -3.104, 5.481)
H (0.395, 0.511, 4.704)
H (-0.779, 0.552, 3.393)
H (-1.316, 0.263, 5.051)
H (-1.623, -3.212, 3.938)
H (-2.470, -1.775, 4.510)
H (-2.021, -1.917, 2.807)
H (3.374, -5.373, 1.684)
H (4.343, -4.385, 0.581)
H (5.123, -5.264, 1.882)
H (3.313, -4.707, 4.231)
H (5.064, -4.560, 4.164)
H (4.109, -3.206, 4.739)
H (5.267, -2.167, 1.319)
H (5.149, -1.655, 3.007)
H (6.185, -3.014, 2.562)
H (1.782, 4.410, -1.528)
H (-1.951, 2.689, 0.494)
H (-0.872, 3.848, 1.285)
H (-2.372, 4.398, 0.533)
H (-2.235, 2.803, -2.108)
H (-2.616, 4.520, -1.952)
H (-1.307, 3.997, -3.015)
H (0.496, 5.515, -0.123)
H (0.070, 5.714, -1.833)
H (-1.115, 6.051, -0.585)
O (-0.743, -0.147, -3.542)
C (-1.869, -0.293, -3.179)
O (-2.119, -1.133, -2.071)
C (-3.079, 0.299, -3.765)
C (-3.189, 0.259, -5.153)
C (-4.321, 0.776, -5.762)
C (-5.325, 1.343, -4.989)
C (-5.204, 1.392, -3.605)
C (-4.090, 0.851, -2.987)
H (-2.387, -0.162, -5.745)
H (-4.414, 0.741, -6.839)
H (-6.205, 1.752, -5.467)
H (-5.980, 1.856, -3.011)
H (-4.000, 0.902, -1.906)
I (-3.672, 0.679, 1.647)
C (-4.765, -0.755, 0.660)
C (-6.103, -1.020, 0.858)
C (-6.661, -1.998, 0.042)
C (-5.879, -2.633, -0.913)
C (-4.546, -2.287, -1.027)
N (-3.995, -1.361, -0.236)
H (-6.684, -0.494, 1.600)
H (-7.707, -2.253, 0.150)
H (-6.296, -3.385, -1.566)
H (-3.896, -2.738, -1.765)
C (-1.227, -3.865, -0.426)
O (-1.551, -2.561, 0.053)
H (-1.403, -3.904, -1.501)
H (-1.876, -4.564, 0.100)
H (-0.187, -4.084, -0.185)

HOMO-LUMO gap: 6.4 eV
ΔE to the lowest compared entry with this formula, charge and spin: 37.0 kcal per mole
Charge: +2
E_HOMO: -0.503 hartree

Löwdin atomic charge list, values in e, 6 entries: number 1, W, carries 1.69; number 2, C, carries -0.03; number 3, C, carries -0.55; number 4, C, carries -0.05; number 5, C, carries -0.04; number 6, C, carries -0.13

Q: Which of these has the lowest charge?
A: C41H52F3NO7PSSiTeY